--- i ---
This record from the Open Molecules 2025 dataset describes a cluster of 4 separate species, C2H12N2O3 in total. The level of theory is the ωB97M-V functional and the def2-TZVPD basis.

The geometry in ORCA input format:
```
! wB97M-V def2-TZVPD RIJCOSX def2/J DEFGRID3
* xyz 0 1
H 0.73700 0.67330 2.27318
N 0.76904 0.62698 1.30056
C 1.72154 1.28028 0.76829
N 1.48423 1.99508 -0.39287
C 2.63726 2.49289 -1.25263
H 2.55303 1.77034 1.38546
H 0.77056 1.72974 -1.04594
H 3.62009 2.24736 -0.65945
H 2.42942 3.62058 -1.27934
H 2.70952 1.95904 -2.21849
O -3.12975 -3.36798 -0.36049
H -3.96990 -3.73785 -0.20539
H -3.08516 -3.06474 0.57190
O -0.79230 0.31273 -1.86099
H -1.47748 -0.26988 -2.10543
H -0.91399 0.36425 -0.90232
O -1.49555 -2.19040 1.91554
H -1.26238 -1.64886 1.18037
H -0.69565 -2.67139 2.00530
*
```

Summary:
Gap between HOMO and LUMO ... 10.0 eV
LUMO energy ... 0.881 eV

natural (NBO) atomic charge list, values in e, 4 entries: number 1, H, carries 0.35; number 2, N, carries -0.77; number 3, C, carries 0.29; number 4, N, carries -0.61

---

--- ii ---
This record from the Open Molecules 2025 dataset describes a cluster of 4 separate species, C2H12N2O3 in total. The level of theory is the ωB97M-V functional and the def2-TZVPD basis.

The geometry in ORCA input format:
```
! wB97M-V def2-TZVPD RIJCOSX def2/J DEFGRID3
* xyz 0 1
N -2.72481 1.44556 0.66616
C -1.73095 1.62495 -0.30760
C -0.94656 0.63142 -0.75539
N 0.22038 0.74276 -1.48675
H -2.74111 2.23206 1.30759
H -3.58691 0.95897 0.45550
H -1.16658 2.52197 -0.42264
H -1.22744 -0.42699 -0.65305
H 0.30453 0.24309 -2.35531
H 0.50976 1.68655 -1.76819
O -1.77004 -0.19410 2.84229
H -2.56050 0.14415 2.38398
H -2.28160 -0.86032 3.33980
O 0.34825 -2.69175 2.16102
H -0.45162 -2.19192 2.36278
H 1.02669 -2.29673 2.71636
O 6.19125 -0.89997 -3.69400
H 5.89843 -1.78362 -3.91580
H 6.68882 -0.88609 -2.87674
*
```

Summary:
Gap between HOMO and LUMO ... 8.2 eV
LUMO energy ... 0.755 eV

natural (NBO) atomic charge list, values in e, 4 entries: number 1, N, carries -0.88; number 2, C, carries -0.15; number 3, C, carries 0.00; number 4, N, carries -0.81

---

Relative energies, kcal/mol: i 0.0; ii 1.7.